11
Properties=species:S:1:pos:R:3 method="wB97M-V/def2-TZVPD" e_homo_ha=-0.358 e_tot_ha=-264.53442 smiles="NCC(N)=O" max_force_ev_per_a=5.3 orbital_gap_ev=10.63
N -0.2474 0.6178 1.1839
C -0.4946 -0.5831 0.3975
C 0.1071 -0.5268 -0.9780
N 1.1451 0.3999 -1.0305
O -0.5510 -1.0748 -1.9156
H -0.6593 0.5928 2.0721
H -0.7213 1.3181 0.6677
H -1.6007 -0.6467 0.5121
H -0.0247 -1.4407 0.8940
H 1.4189 0.4286 -0.0668
H 1.6279 0.9151 -1.7365